A molecular structure, C13H15NO5S at a distorted geometry. Source: the OMol25 dataset; level of theory: the ωB97M-V functional and the def2-TZVPD basis.

Output
Net charge: 0
Energy above the lowest of the compared OMol25 structures with the same formula, charge and spin: 1110.74 kJ/mol
LUMO level: 0.57 eV
Multiplicity: 1
Calculated total energy: -1333.08416 Ha
Kohn-Sham gap: 8.6 eV

Geometry (Å):
O1 5.55598 -0.70321 -0.02595
C1 4.59762 -1.05728 -0.55733
O2 4.48899 -1.88254 -1.54136
H1 5.26016 -2.33218 -1.80581
C2 3.11925 -0.67018 -0.30803
C3 2.67767 0.55536 -1.07259
H2 2.71684 0.17314 -1.99027
H3 3.41630 1.48428 -1.11018
C4 1.24364 1.12696 -0.94645
N1 1.06463 1.05851 0.56107
C5 -0.22839 0.99828 1.14189
O3 -0.43021 0.75096 2.21918
C6 -1.30080 0.50513 0.08116
C7 -2.24508 -0.21690 0.24516
C8 -3.36133 -0.07749 -0.81600
C9 -3.30598 1.09397 -1.21469
S1 -1.76052 1.79204 -0.84374
H4 -3.95217 1.50459 -1.96320
O4 -4.27615 -0.83367 -0.91775
C10 -4.10938 -2.17294 -0.20817
H5 -5.07592 -2.75721 -0.35245
C11 -3.53876 -2.00926 1.20487
H6 -3.21215 -2.97540 1.52065
O5 -2.23924 -1.38866 1.12562
H7 -4.08683 -1.38329 1.48659
H8 -3.32018 -2.73015 -1.01891
C12 2.19513 1.06740 1.42116
C13 3.14660 0.19944 1.25295
H9 4.04955 0.28579 1.66145
H10 2.82094 -0.78959 2.03592
H11 1.83844 1.45658 2.39904
H12 2.67267 2.14782 1.01693
H13 0.62831 0.45821 -1.31962
H14 1.11965 1.97692 -1.29280
H15 2.32248 -1.35692 -0.27073